[1]
DFT (the ωB97M-V functional and the def2-TZVPD basis) results for a structure of composition C35H31BrCdCl2N14OP in a non-equilibrium geometry.

Geometry as ORCA input:
```
! RIJCOSX wB97M-V def2-TZVPD def2/J DEFGRID3
* xyz -1 1
Cd -0.358 0.010 0.840
Br -4.573 -2.064 -4.952
Cl 2.260 -0.161 2.030
Cl -1.008 3.739 3.908
P 0.522 2.582 -2.758
O -2.617 -0.429 0.471
N -1.139 2.048 -0.576
N 2.935 -1.878 -0.283
N 4.135 -1.666 0.166
N -1.936 3.607 -1.922
N 4.644 -2.283 1.260
N -0.640 -2.399 0.172
N 0.135 -0.185 -2.240
N 2.775 -1.090 -1.298
N 1.898 2.090 -0.333
N -0.118 -2.035 2.751
N -0.408 1.415 2.302
N 2.689 3.783 -1.516
N 4.807 -0.770 -0.514
N 1.133 0.300 -4.154
C 2.434 -4.588 1.966
C -2.023 4.548 -3.002
C 1.079 -4.132 0.025
C 2.584 2.440 5.035
C -2.805 3.484 -0.878
C -4.021 -0.088 -1.360
C -2.968 -0.786 -0.677
C 2.814 1.418 4.121
C 1.967 -3.342 4.071
C 1.695 -3.651 2.720
C 1.015 -1.054 -4.096
C 0.445 2.794 4.028
C -4.494 -0.462 -2.583
C -2.291 2.516 -0.057
C 1.197 -2.401 4.712
C -3.949 -1.587 -3.202
C 3.912 -0.421 -1.431
C 0.401 -1.328 -2.908
C 1.869 1.084 3.186
C 0.565 1.706 3.081
C 3.412 3.723 -0.363
C 1.773 2.772 -1.446
C 1.711 1.065 -5.222
C 0.319 -3.193 0.723
C 1.384 3.146 4.954
C -0.935 2.705 -1.690
C 2.907 2.671 0.350
C -2.968 -2.330 -2.600
C 0.162 -1.776 4.010
C 2.117 -4.817 0.643
C -1.434 -2.771 -0.768
C 2.813 4.748 -2.569
C -2.439 -1.950 -1.359
C 0.629 -2.944 2.098
C 0.590 0.785 -2.996
H 1.189 3.981 5.614
H -1.705 4.078 -3.935
H -4.436 0.769 -0.848
H 3.217 2.319 1.312
H -2.659 2.124 0.871
H -1.379 5.412 -2.808
H 1.904 5.348 -2.641
H 1.382 -2.141 5.745
H 0.987 1.788 -5.611
H 1.370 -1.686 -4.888
H 0.146 -2.283 -2.502
H -2.579 -3.208 -3.102
H 4.087 0.308 -2.191
H 3.655 5.407 -2.362
H 2.693 -5.536 0.070
H 3.752 0.879 4.126
H 0.882 -4.311 -1.023
H -1.406 -3.816 -1.128
H 2.594 1.611 -4.876
H -3.050 4.896 -3.109
H 3.239 -5.135 2.443
H 2.973 4.258 -3.533
H 5.570 -2.653 1.083
H 2.788 -3.834 4.581
H -3.692 4.083 -0.818
H -5.289 0.085 -3.075
H -0.459 -1.025 4.485
H 4.181 4.433 -0.135
H 3.329 2.696 5.772
H 3.975 -2.972 1.610
H 2.005 0.389 -6.025
*
```

The gap between HOMO and LUMO is 4.34 eV. The HOMO energy is -2.25 eV. The calculation puts the energy above the lowest of the compared OMol25 structures with the same formula, charge and spin at 0.694 eV. The value obtained for the molar mass is 957.9 g/mol.

Atomic partial charges in e from the Löwdin method, atoms 1 to 5: 1.37, 0.63, 0.69, 0.58, 1.15


[2]
DFT (the ωB97M-V functional and the def2-TZVPD basis) results for a structure of composition C35H31BrCl2N6O2PtSe.

Geometry as ORCA input:
```
! RIJCOSX wB97M-V def2-TZVPD def2/J DEFGRID3
* xyz 0 5
Pt 0.858 1.240 -0.093
Br -1.772 -5.101 -4.681
Se -1.219 -0.757 2.053
Cl -2.294 1.117 -0.538
Cl -1.713 -1.070 -4.500
O 3.629 -1.663 -2.167
O 2.072 -0.385 -1.233
N 2.586 0.878 1.198
N 3.968 2.013 -0.281
N -1.032 -2.322 4.484
N -0.668 -3.480 2.703
N 0.456 2.968 1.487
N -0.526 -1.334 -1.430
C 1.801 -3.403 -3.378
C 0.828 -4.149 -4.064
C -1.839 -1.300 -1.713
C 2.456 -1.421 -1.913
C 1.420 -2.406 -2.425
C 0.109 -2.357 -2.110
C -3.188 4.808 0.546
C 0.049 3.975 -1.219
C -2.793 -0.354 -1.332
C -0.960 -3.320 -2.553
C 3.458 -0.245 3.118
C -2.182 4.718 -0.402
C 2.421 0.119 2.300
C 3.818 1.269 0.848
C -3.565 -2.697 -2.718
C -1.764 3.709 2.127
C -0.762 3.631 1.171
C -0.770 -3.618 4.890
C 0.162 5.009 -2.153
C 1.571 3.665 -3.547
C 4.926 0.948 1.654
C -4.108 -0.602 -1.620
C 0.922 4.867 -3.300
C -0.541 -4.340 3.774
C 1.492 2.639 -2.618
C -4.495 -1.783 -2.288
C -0.951 4.123 -0.122
C -0.499 -4.069 -3.756
C -2.203 -2.430 -2.502
C -0.484 -3.826 1.301
C 4.742 0.192 2.780
C -2.981 4.293 1.816
C -0.965 -2.234 3.137
C -1.326 -1.202 5.360
C 0.764 2.786 -1.433
H -1.110 -4.066 -1.743
H 1.998 1.698 -2.810
H -5.546 -1.951 -2.482
H -0.361 5.942 -1.974
H 2.139 3.527 -4.458
H 0.050 -0.570 -1.103
H -0.404 -4.908 1.229
H 0.992 5.686 -4.004
H 0.416 -3.355 0.907
H 0.504 2.652 2.447
H -1.340 -3.471 0.730
H 1.398 -0.183 2.497
H -0.778 -3.906 5.925
H 4.905 2.036 -0.650
H -1.588 3.300 3.115
H 5.910 1.282 1.356
H 3.270 -0.859 3.987
H 1.137 -4.800 -4.872
H 1.288 3.495 1.249
H 3.268 1.868 -0.998
H -4.856 0.123 -1.325
H -0.308 -5.382 3.643
H -3.859 -3.586 -3.256
H -3.762 4.339 2.565
H -1.695 -1.591 6.306
H 2.847 -3.489 -3.630
H -0.432 -0.603 5.530
H -2.081 -0.578 4.888
H -4.137 5.258 0.284
H 5.593 -0.072 3.394
H -2.366 5.070 -1.409
*
```

The gap between HOMO and LUMO (spin up / spin down) is 6.11 / 5.87 eV. The HOMO energy (spin up / spin down) is -6.04 / -7.74 eV. The calculation puts the energy above the lowest of the compared OMol25 structures with the same formula, charge and spin at 0.000 eV. The value obtained for the molar mass is 992.5 g/mol. Its expectation value of S² is 6.046.

Atomic partial charges in e from the Löwdin method, atoms 1 to 5: 1.03, 0.77, 0.65, 0.73, 0.24


[3]
DFT (the ωB97M-V functional and the def2-TZVPD basis) results for a structure of composition C35H31ClN3O4PRh in a non-equilibrium geometry.

Geometry as ORCA input:
```
! RIJCOSX wB97M-V def2-TZVPD def2/J DEFGRID3
* xyz 1 5
Rh -0.398 -0.449 0.211
Cl -4.333 -4.970 -0.018
P 0.641 1.736 0.327
O -3.299 -0.457 3.413
O -5.489 -4.143 2.482
O -0.762 0.926 2.946
O -4.979 -2.317 3.613
N -0.854 -0.665 -1.840
N -2.251 -3.253 0.011
N -1.733 -2.259 0.748
C -0.341 5.023 2.555
C -1.527 -3.809 -1.061
C -2.555 -2.033 1.772
C 0.589 -4.502 -1.949
C -1.548 0.246 2.031
C -4.792 -3.170 2.648
C -0.138 -3.861 -0.962
C -0.378 -0.791 -2.884
C 3.570 -1.688 1.367
C -3.405 -3.695 0.574
C -0.484 -1.970 -5.046
C 0.957 3.685 -1.634
C 2.087 -0.494 -0.088
C 0.050 2.815 1.658
C 3.720 3.893 -1.228
C 2.900 -1.594 0.159
C -0.953 4.475 3.673
C 0.239 -0.943 -4.167
C -0.610 2.275 2.776
C -1.432 -4.981 -3.146
C 1.917 0.520 0.893
C 2.533 1.481 3.159
C -1.083 3.105 3.783
C -2.176 -4.337 -2.173
C 0.153 4.205 1.559
C 2.616 0.428 2.104
C 1.715 4.618 -2.332
C 3.448 -0.673 2.303
C -2.251 -0.949 2.767
C -0.054 -5.083 -3.029
C 1.613 2.867 -0.708
C 3.079 4.731 -2.128
C -3.642 -2.930 1.716
C 2.990 2.955 -0.522
C -0.520 3.583 -1.854
H -0.244 6.093 2.465
H -3.245 -4.251 -2.275
H -1.054 4.288 -1.215
H 0.354 -3.433 -0.099
H 3.435 1.486 3.767
H -0.777 3.822 -2.884
H 1.224 5.267 -3.042
H 3.479 2.296 0.181
H -1.487 -1.632 -5.291
H 3.033 -2.342 -0.607
H 3.643 5.477 -2.667
H -2.331 0.898 1.602
H 1.690 1.275 3.817
H 4.219 -2.528 1.561
H 4.784 3.971 -1.069
H 1.662 -4.574 -1.868
H -1.478 -1.317 3.482
H -1.349 5.109 4.449
H -0.884 2.579 -1.619
H 4.020 -0.727 3.217
H 1.281 -1.248 -4.009
H -1.588 2.656 4.622
H 2.394 2.472 2.732
H 0.644 4.646 0.705
H -1.940 -5.417 -3.994
H -4.358 -1.496 3.597
H 0.517 -5.624 -3.767
H 1.754 -0.297 -1.109
H 0.246 0.037 -4.654
H 0.073 -2.102 -5.969
H -0.549 -2.929 -4.540
*
```

The gap between HOMO and LUMO (spin up / spin down) is 7.23 / 6.00 eV. The HOMO energy (spin up / spin down) is -9.47 / -11.51 eV. The calculation puts the energy above the lowest of the compared OMol25 structures with the same formula, charge and spin at 2.714 eV. The value obtained for the molar mass is 727.0 g/mol. Its expectation value of S² is 6.019.

Atomic partial charges in e from the Löwdin method, atoms 1 to 5: 0.85, 0.88, 1.06, 0.11, 0.08


Look up the molar mass of the first one. 957.9 g/mol


molar mass of number 3 (C35H31ClN3O4PRh)? 727.0 g/mol


What is the formula in the first record? C35H31BrCdCl2N14OP


The lowest molar mass belongs to which entry? C35H31ClN3O4PRh